# 1
Density functional theory data (the ωB97M-V functional and the def2-TZVPD basis) for a molecular structure, C28H40BrN4O3PPtS3.

Last column: Löwdin charge in e.
CARTESIAN COORDINATES (ANGSTROEM)
1 C -4.3968 -5.4314 -1.4839  0.042
2 H -4.8705 -6.4956 1.5247  0.100
3 H 5.8144 4.3166 -1.5053  0.084
4 C -3.2421 -3.2688 -0.2843  -0.751
5 H 1.6253 4.1766 4.0019  0.077
6 P 1.8626 4.4369 -0.5221  -0.191
7 H 1.9499 3.0120 2.6930  0.053
8 H 5.2605 4.4883 0.1686  0.074
9 C -2.8374 3.2674 -1.2728  -0.150
10 H 3.2482 4.0582 3.2998  0.082
11 H -1.1299 2.1703 -2.9904  0.097
12 H 4.5324 2.6528 -3.0606  0.084
13 H 1.8189 7.1666 1.6948  0.068
14 C 1.8355 -3.4600 0.2840  -0.222
15 C 2.6816 -2.3392 0.1321  -0.549
16 H 3.2371 1.6789 -2.3442  0.062
17 C -3.2039 -4.7487 -3.6021  -0.008
18 C -0.2766 -4.5468 0.4262  -0.136
19 Pt -0.4176 -1.5297 0.1585  0.652
20 N -4.0351 -4.1402 0.4062  0.110
21 H -3.0304 3.6505 2.1199  0.124
22 H -6.2763 -5.4845 1.1781  0.098
23 H 5.7478 -3.7073 0.2178  0.107
24 H -1.7646 4.2446 1.0334  0.123
25 H -2.2241 -5.2311 -3.6463  0.102
26 H -3.9766 4.5939 -0.0299  0.120
27 Br 1.8332 -0.6488 -0.0552  0.934
28 C -1.6730 1.5169 0.0148  -0.604
29 H -2.1329 4.0670 -1.5287  0.124
30 C 2.4950 -4.7127 0.3966  -0.169
31 H -2.1929 1.5800 3.1526  0.091
32 H 3.1226 6.6035 2.7560  0.082
33 H -1.3520 -4.5629 0.4507  0.049
34 H 4.9366 1.3558 -1.9221  0.074
35 C 2.1803 4.0070 3.0759  -0.060
36 H -1.0193 0.5867 -2.2169  0.073
37 N -3.0164 -3.4754 -1.5803  0.141
38 O 2.6236 4.8138 0.8718  -0.339
39 O -0.9378 0.5010 0.0330  -0.386
40 N -2.1076 2.0145 -1.1583  -0.088
41 C -1.6782 1.4247 -2.4107  -0.034
42 H 1.4635 6.7067 3.3749  0.078
43 C -2.5543 3.4922 1.1512  -0.152
44 C 1.7235 -5.8910 0.5219  -0.048
45 H 2.2259 -6.8465 0.6070  0.110
46 C 2.0696 6.4732 2.4967  -0.053
47 C 0.3660 -5.7994 0.5302  -0.088
48 S 0.8686 2.7325 -0.2274  0.360
49 H -3.5439 3.1680 -2.0998  0.123
50 H 6.1396 3.0280 -0.3313  0.078
51 C 5.4110 3.7796 -0.6446  -0.048
52 H -0.8531 0.7960 2.2775  0.074
53 C 0.3949 -3.3528 0.3068  -0.304
54 H 3.6829 2.6076 -0.1350  0.095
55 H -4.8431 -6.2751 -1.9882  0.126
56 H -3.9261 -5.3857 -4.1084  0.083
57 H -4.3703 2.8828 0.1870  0.119
58 S 0.8906 5.9601 -1.2449  0.159
59 C -3.5528 -4.5327 -2.1681  -0.276
60 H -2.5447 1.0860 -2.9845  0.090
61 H -0.2378 -6.6949 0.6222  0.099
62 C 4.0940 3.1229 -1.0081  -0.514
63 H -0.6881 2.4716 2.7920  0.085
64 C -3.5544 3.5906 0.0201  -0.146
65 C 4.6680 -3.6475 0.2343  -0.072
66 C 3.9109 -4.7726 0.3748  -0.034
67 C 4.0404 -2.3924 0.1035  -0.114
68 C 1.8195 5.0510 2.0364  -0.528
69 O 3.1749 4.1524 -1.4128  -0.330
70 H -3.1163 -3.7907 -4.1091  0.093
71 S -2.6423 -1.9357 0.5956  0.674
72 H 0.7649 4.9391 1.7638  0.093
73 C -4.6347 -5.2139 -0.1589  -0.253
74 H 4.6265 -1.4915 -0.0206  0.105
75 C 4.2084 2.1373 -2.1545  -0.056
76 H 4.3848 -5.7421 0.4691  0.113
77 C -5.4772 -6.0713 0.7229  0.002
78 H -4.1347 -3.9533 1.3968  0.149
79 C -1.3946 1.7246 2.4210  -0.029
80 N -1.9534 2.1694 1.1604  -0.092
81 H -5.9197 -6.8840 0.1540  0.090

## Properties
gap between HOMO and LUMO = 4.9 eV
LUMO level = -1.35 eV
HOMO energy = -6.22 eV

# 2
Density functional theory data (the ωB97M-V functional and the def2-TZVPD basis) for a molecular structure, C28H40Cl3N3O3PdSSb.

Last column: natural (NBO) charge in e.
CARTESIAN COORDINATES (ANGSTROEM)
1 H 1.4515 0.8147 -0.8453  0.237
2 H -1.0746 -3.8865 -0.9932  0.220
3 C 4.1819 -5.0205 0.5565  -0.251
4 H 3.6816 -5.2069 -2.7260  0.233
5 C 2.6353 -1.0130 -2.4627  -0.016
6 H 1.6662 3.5777 -2.1908  0.212
7 H -5.1223 2.5757 3.9149  0.231
8 H -2.9043 4.6563 -0.1210  0.221
9 H -3.9259 4.2660 -1.5098  0.225
10 H -1.4122 -0.9396 3.4075  0.249
11 H 1.2949 -4.2353 0.8851  0.207
12 O -3.0710 3.1580 2.5992  -0.687
13 H -5.8817 0.3074 3.4315  0.200
14 H 0.1040 5.6929 -0.0656  0.211
15 H 1.6818 4.8977 -0.0068  0.209
16 H 3.4532 -0.2412 -0.6349  0.250
17 C 2.1615 -6.1556 -0.4471  -0.081
18 C 4.0882 -4.9956 -1.7426  -0.233
19 H -4.2309 -0.3092 3.4234  0.203
20 C 5.2322 -4.2993 -1.5355  -0.411
21 H 1.3499 3.8653 2.9604  0.229
22 H 1.6994 -1.9848 -4.1311  0.241
23 H -0.7972 4.1735 1.6706  0.245
24 H 5.9012 -3.8729 -2.2715  0.251
25 C -1.3022 4.4670 -2.4128  -0.630
26 Cl 2.5116 -1.8926 1.3964  0.028
27 C -3.0805 2.2181 3.4542  0.728
28 C 1.8531 -1.9857 -3.0594  -0.262
29 Cl 3.3899 0.2086 -3.4330  0.035
30 H -2.2768 2.5537 -2.2744  0.220
31 H 1.9460 2.7896 1.6958  0.200
32 O -2.0317 1.5278 3.7190  -0.696
33 C 2.2388 -1.9831 -0.3135  -0.042
34 H 2.0309 -6.5349 0.5665  0.192
35 Sb -0.5889 2.3936 -0.2205  1.210
36 H -1.0061 5.3013 -1.7758  0.212
37 H 0.7200 -3.7676 -2.7215  0.228
38 Pd -2.1869 1.3750 1.5324  0.914
39 C 0.7901 5.1368 0.5718  -0.628
40 H 2.5429 3.0337 -0.7492  0.216
41 H 1.2377 0.6082 -3.3251  0.234
42 O 1.0095 -5.3770 -0.8111  -0.535
43 H 2.8748 2.2924 -2.3148  0.237
44 H 2.1471 -6.9945 -1.1382  0.216
45 C 2.8323 -1.0012 -1.0949  -0.279
46 C 1.0393 3.1721 2.1733  -0.638
47 H 1.0953 5.8058 1.3829  0.225
48 H -5.2930 1.5711 1.4446  0.380
49 N -1.0452 -2.8298 0.7938  -0.328
50 C -1.4941 -1.6566 0.3071  0.199
51 C -4.8524 0.5472 3.1719  -0.209
52 H -0.0403 1.8274 -3.3341  0.213
53 N -1.6879 -0.7917 1.2785  -0.547
54 H -0.6141 -3.5094 2.7947  0.239
55 C 0.1344 3.9009 1.1772  -0.484
56 H -1.6596 -1.4784 -0.7466  0.214
57 H -0.3009 0.2711 -2.5279  0.205
58 H -1.0815 -4.8894 0.4581  0.233
59 H -2.0083 4.8534 -3.1548  0.226
60 C 1.0285 1.6231 -1.4427  -0.490
61 C 1.4772 -3.0014 -0.8815  -0.018
62 H -4.9856 -0.0093 1.1909  0.382
63 C -3.1789 3.8629 -0.8188  -0.629
64 C -0.6594 -3.9952 0.0071  -0.214
65 C 0.8566 -4.1627 -0.1142  0.052
66 H -3.6561 3.0771 -0.2412  0.208
67 H -0.4198 4.1170 -2.9534  0.209
68 C 2.0820 2.7034 -1.6810  -0.648
69 H 0.5243 2.3459 2.6557  0.229
70 C -0.9508 -2.7033 2.1618  -0.069
71 C -1.9699 3.3583 -1.6045  -0.488
72 C -4.4058 1.7608 4.0041  -0.516
73 C 1.2966 -2.9708 -2.2629  -0.142
74 S 5.5977 -4.1506 0.1331  0.491
75 C -1.3542 -1.4398 2.4545  -0.091
76 Cl 3.8118 -5.3042 2.2095  0.052
77 H -4.3059 1.4662 5.0465  0.247
78 N -4.6922 0.8017 1.7157  -0.882
79 C 0.4363 1.0524 -2.7273  -0.648
80 C 3.4618 -5.4192 -0.5279  -0.155

## Properties
charge = +1
gap between HOMO and LUMO (spin up / spin down) = 8.8 / 6.1 eV
LUMO level (spin up / spin down) = -1.92 / -4.91 eV
spin multiplicity = 3
HOMO energy (spin up / spin down) = -10.67 / -11.02 eV

# 3
Density functional theory data (the ωB97M-V functional and the def2-TZVPD basis) for a molecular structure, C28H40N5O2SSbTi.

Last column: Löwdin charge in e.
CARTESIAN COORDINATES (ANGSTROEM)
1 H -1.0949 0.0329 4.2342  0.066
2 H 2.2515 3.1386 1.6007  0.060
3 Ti 0.4075 -0.1106 -1.5357  0.698
4 O -0.7054 -2.3008 -4.9390  0.144
5 H 4.8821 1.9151 -1.9577  0.070
6 H -0.5734 2.1947 3.9347  0.065
7 C 3.3795 0.5224 2.0206  -0.126
8 N 1.8071 2.5620 -1.9224  -0.022
9 H 1.4548 -2.3096 2.4911  0.067
10 H 1.2663 3.3450 0.1640  0.049
11 C -2.9051 2.2067 -2.8273  -0.023
12 C -0.4543 3.9206 -2.7836  -0.037
13 H -0.9467 4.0499 -3.7491  0.077
14 H 1.8840 0.9449 4.3362  0.059
15 H 4.2632 0.0289 2.4469  0.090
16 H 2.4321 -1.8711 1.0819  0.060
17 C -3.8368 0.0425 -2.3619  -0.079
18 H 1.2642 -0.6946 4.4586  0.056
19 H 3.1961 -2.0836 2.6653  0.090
20 C 0.0895 2.8677 3.3867  -0.106
21 C -0.4940 2.4901 -2.3375  -0.311
22 H 2.9938 -0.4131 4.4426  0.090
23 H -0.5824 -2.5160 1.4721  0.065
24 H 3.3937 1.5521 2.3712  0.065
25 C -1.1730 3.0606 1.2317  -0.119
26 C -1.2880 -0.8449 3.6164  -0.114
27 H 1.1030 4.4679 1.5151  0.091
28 H -2.5820 0.6869 0.7953  0.062
29 H -0.4782 -7.3586 -3.5331  0.106
30 C 2.0385 -0.0812 4.0131  -0.104
31 H -4.9253 1.7408 -3.2255  0.100
32 H -2.6707 1.1355 2.5037  0.067
33 H -2.0591 2.7636 1.7885  0.055
34 N 0.6338 1.7982 -1.9431  -0.168
35 O 0.8690 -1.8700 -0.7514  -0.191
36 C 2.1327 -0.2264 2.4959  -0.689
37 H -0.5483 -1.6042 3.8621  0.065
38 H 0.3932 -7.2002 -1.2478  0.105
39 H 0.5738 4.2544 -2.8787  0.060
40 C 1.2607 3.4133 1.2493  -0.117
41 H -1.6070 -1.7056 0.2900  0.042
42 S 2.8578 0.0646 -1.8148  0.668
43 C -0.2580 -6.3846 -3.1151  -0.059
44 C -1.3183 -0.5389 2.1221  -0.677
45 C -0.2914 -2.6118 -3.8645  -0.362
46 H -1.1646 4.1575 1.1999  0.091
47 H 4.0823 3.4262 -1.9171  0.091
48 H -1.2826 2.7111 0.2013  0.058
49 H -2.9758 3.2221 -3.1917  0.105
50 C 0.5296 -5.0536 -1.2425  0.007
51 H -0.8587 -5.2988 -4.9000  0.124
52 H 1.0798 2.8173 3.8387  0.065
53 C 0.2354 -6.2945 -1.8183  -0.062
54 H -4.6660 -0.6506 -2.3841  0.100
55 C -1.6403 1.7442 -2.3221  -0.263
56 H -2.2656 -1.2468 3.9165  0.089
57 C -0.4750 -5.2410 -3.8893  0.007
58 C -1.4466 -1.8606 1.3590  -0.127
59 H -2.3287 -2.3883 1.7443  0.093
60 N -1.5133 0.4248 -1.8661  -0.051
61 H -0.9569 4.5796 -2.0690  0.083
62 H 3.4913 0.5201 0.9351  0.036
63 C 0.3055 -3.9464 -2.0238  -0.082
64 C -2.5619 0.2979 1.8156  -0.123
65 C -2.6439 -0.3796 -1.9204  -0.159
66 N 4.0715 2.4452 -1.6891  0.063
67 Sb 0.4404 0.5149 1.3396  1.669
68 C 0.1341 2.5925 1.8851  -0.686
69 H -2.5098 -1.4017 -1.5859  0.100
70 H 0.9172 -4.9695 -0.2349  0.121
71 C 2.8539 1.8184 -1.8353  -0.851
72 C -0.1793 -4.0325 -3.3088  -0.084
73 C 0.5112 -2.4754 -1.7925  -0.449
74 H -0.2801 3.8890 3.5473  0.089
75 C 2.3010 -1.7076 2.1512  -0.121
76 H -3.4494 -0.3365 1.9389  0.093
77 C -3.9751 1.3926 -2.8420  -0.080
78 N 0.1848 -1.7440 -2.8412  0.070

## Properties
gap between HOMO and LUMO (spin up / spin down) = 5.6 / 5.6 eV
LUMO level (spin up / spin down) = -0.41 / -0.40 eV
HOMO energy (spin up / spin down) = -6.01 / -5.99 eV

# 4
Density functional theory data (the ωB97M-V functional and the def2-TZVPD basis) for a molecular structure, C28H41Cl26FO3.

Last column: Löwdin charge in e.
CARTESIAN COORDINATES (ANGSTROEM)
1 C -3.2198 -2.4656 5.7385  -1.018
2 C -1.0503 -6.7881 -0.2867  -0.922
3 H -1.1866 -7.7038 -0.8670  0.029
4 H 0.3547 7.0240 -7.3936  0.032
5 C 1.0310 -3.7836 1.1324  -0.172
6 C -3.1479 10.2400 -1.1981  -1.069
7 H 2.2533 1.9509 -4.6142  -0.041
8 Cl 2.7663 2.8849 -2.5067  0.570
9 C -5.6937 12.9178 -3.4567  -1.016
10 C 4.6609 -8.0077 2.5588  -1.028
11 O 0.9127 1.0795 1.1262  -0.257
12 H -1.1733 0.3189 0.8626  0.156
13 H 4.0074 -3.1412 3.5934  0.087
14 H 2.1707 2.7995 1.0020  0.117
15 H 4.2197 -6.7291 5.9024  0.022
16 H 5.2610 -7.5394 3.3427  -0.025
17 H 3.9226 -1.2577 3.6076  0.087
18 H -3.8109 11.0205 -1.5793  -0.043
19 C 1.8630 -2.3939 3.8880  -0.212
20 C 3.4018 -5.8043 -1.9077  -0.042
21 H -3.2003 -3.5509 5.8646  -0.011
22 H -0.1744 0.7159 -0.6857  0.129
23 H -3.5167 6.4112 -4.7651  -0.004
24 Cl 0.7870 0.5793 6.2750  0.521
25 H 3.4565 -5.1382 -4.2303  0.091
26 C 2.9584 1.7112 -3.8146  -0.999
27 C 1.4336 2.1782 0.2978  -0.154
28 C 0.6570 -2.1767 1.4067  0.018
29 H 1.5996 -3.5117 4.1476  0.038
30 H -6.8422 4.9874 -8.8386  0.030
31 H 4.1248 -6.7222 -2.0250  0.090
32 C 2.7840 -5.4718 -0.4101  -0.203
33 C 1.7529 -4.1922 -0.3037  -0.169
34 Cl -5.1233 5.9598 -7.5436  0.553
35 Cl -0.5387 7.0576 -5.2078  0.504
36 C -0.3311 -5.7222 5.9751  -0.985
37 Cl 0.9850 -4.5790 6.2688  0.540
38 H 0.7131 -0.5518 3.1541  0.143
39 H 3.0475 -6.0930 0.5479  -0.004
40 Cl 5.4112 -7.6873 0.9906  0.532
41 H -3.2842 9.3243 -1.7785  -0.042
42 C 1.3466 -3.2105 -1.5952  -0.036
43 C 2.9848 -4.8494 -3.1792  -0.055
44 H -5.2444 6.5951 -5.1839  -0.053
45 C -6.4394 4.8166 -7.8373  -0.998
46 Cl 3.0191 -7.3553 2.6236  0.552
47 Cl -1.6273 -5.5179 7.1597  0.531
48 O 0.7356 -4.7582 2.0078  -0.101
49 H -0.7339 -5.5515 4.9739  0.032
50 Cl 2.6452 0.0672 -3.2450  0.544
51 Cl -7.7356 5.0210 -6.6528  0.513
52 C 1.9718 -3.5650 -3.0688  -0.009
53 H -1.7133 -6.0077 -0.6678  0.038
54 Cl -4.8512 -1.9696 5.2717  0.512
55 Cl -5.8857 14.0915 -2.1488  0.507
56 H -4.6710 12.9736 -3.8376  0.032
57 C 0.7575 6.8532 -6.3923  -1.046
58 H 0.6291 2.9448 -0.0728  0.107
59 H 3.3723 -2.2462 2.0498  0.075
60 H 1.8875 -1.7900 4.9137  0.055
61 Cl -4.8526 4.7113 -3.8147  0.487
62 C 0.4737 -0.7489 7.3988  -1.038
63 Cl 0.6256 -6.2489 -0.4477  0.765
64 H 3.9810 1.7670 -4.1954  0.035
65 H -0.3107 -1.3874 6.9852  -0.057
66 Cl 6.5525 -7.0834 5.8059  0.520
67 Cl 0.4968 3.2953 -6.0288  0.553
68 C 0.3366 -1.9312 -1.3321  -0.188
69 Cl 1.9285 -1.7190 7.6585  0.496
70 O -0.4603 -1.4157 -2.2781  -0.054
71 Cl -2.1112 3.1434 -4.7349  0.508
72 H -0.8363 1.3819 -5.6560  0.039
73 C -4.5394 6.3553 -4.3843  -1.052
74 H 0.0594 -6.7402 6.0471  0.031
75 C 3.3530 -2.2175 3.2203  -0.109
76 C 4.9087 -7.4559 6.3394  -1.011
77 H -6.0489 3.7986 -7.7654  0.033
78 H -2.5204 -2.1730 4.9517  0.009
79 C 0.6441 -1.7065 2.9771  -0.155
80 H -6.3987 13.1575 -4.2563  0.029
81 C -0.0761 0.2573 0.4118  -0.154
82 Cl -2.7322 -1.7009 7.2559  0.546
83 H 4.8662 -7.3954 7.4296  0.031
84 Cl -4.7314 7.5291 -3.0764  0.542
85 Cl -1.4720 10.7792 -1.3591  0.498
86 H 4.6210 -9.0877 2.7202  0.023
87 H 1.1480 5.8352 -6.3204  -0.039
88 H 1.7209 -2.9354 -4.0256  0.093
89 Cl 2.0736 7.9964 -6.0986  0.506
90 Cl -1.4546 -7.1122 1.4035  0.516
91 C 0.3353 -1.3188 0.2243  0.017
92 Cl -3.5522 9.9159 0.4920  0.502
93 H 0.1464 -0.3354 8.3559  0.031
94 C -0.6060 2.2853 -5.0860  -0.996
95 Cl -6.0069 11.2738 -2.8871  0.531
96 H 2.1221 1.7478 -0.5612  0.015
97 H -0.1230 2.0142 -4.1441  0.018
98 F -0.6791 -2.1418 3.5527  -0.118
99 Cl 4.4287 -9.0804 5.8338  0.522

## Properties
gap between HOMO and LUMO = 6.7 eV
LUMO level = -1.75 eV
HOMO energy = -8.45 eV

no.,energy (eV),largest force on an atom (eV Å⁻¹)
1,-156875.76524,0.6
2,-98711.01184,1.5
3,-81720.74763,1.9
4,-364128.50685,8.2